Below is a cluster of 3 separate species, C10H25NO7S in total at a distorted geometry, with properties calculated with ωB97M-V with the def2-TZVPD basis set.

Its spin multiplicity is 1. As for the lowest unoccupied orbital energy: 0.1813 eV.

Last column: natural (NBO) charge in e.
CARTESIAN COORDINATES (ANGSTROEM)
N: -1.83788 -3.49153 -0.46697  -0.8300
C: -1.98185 -2.24839 -1.23603  0.0817
O: -1.78552 -1.19550 -0.29231  -0.7162
S: -2.50173 0.24764 -0.67895  1.7773
O: -2.73529 0.25363 -2.08580  -0.9435
O: -3.99883 0.29065 0.01077  -0.6954
C: -4.75712 -0.92279 -0.00067  -0.0853
C: -5.53562 -1.14811 -1.29967  -0.5593
C: -6.10020 -2.55874 -1.34216  0.7955
O: -6.41650 -3.04179 -2.33748  -0.5070
O: -6.21102 -3.26112 -0.15312  -0.7329
H: -2.46534 -3.41114 0.32543  0.3489
H: -2.13049 -4.28217 -1.02917  0.3637
H: -1.24273 -2.25715 -2.02727  0.1872
H: -2.97690 -2.22379 -1.66717  0.1507
H: -5.50480 -0.80983 0.77397  0.2127
H: -4.18249 -1.79140 0.29927  0.1661
H: -6.36218 -0.45112 -1.36191  0.2495
H: -4.91735 -1.06240 -2.18274  0.2566
H: -5.34907 -3.66742 0.00618  0.4840
C: 1.03231 1.01756 1.47870  -0.6348
C: 1.73667 -0.22470 1.99789  0.0989
C: 2.58469 -0.87611 0.91613  -0.6401
O: 0.76793 -1.15870 2.48078  -0.7262
H: 0.35949 0.75707 0.65739  0.1894
H: 0.42153 1.46833 2.26339  0.2098
H: 1.74556 1.75945 1.12093  0.2263
H: 2.36848 0.03941 2.84725  0.1709
H: 1.96020 -1.19147 0.07423  0.1915
H: 3.07367 -1.77171 1.30381  0.2105
H: 3.34964 -0.19228 0.54512  0.2330
H: 0.20155 -1.40252 1.73831  0.4621
C: 4.31042 4.27226 -0.54058  -0.6299
C: 4.60166 3.07828 0.35541  0.0941
C: 6.08913 2.76278 0.39020  -0.6296
O: 3.87539 1.93763 -0.10665  -0.7273
H: 4.61824 4.06532 -1.56928  0.1978
H: 3.24057 4.48314 -0.56108  0.2189
H: 4.83488 5.16417 -0.19471  0.2119
H: 4.24701 3.28372 1.36650  0.1773
H: 6.45190 2.50925 -0.60976  0.1977
H: 6.28263 1.90156 1.03078  0.2187
H: 6.66516 3.61091 0.76305  0.2120
H: 4.17419 1.73909 -1.00200  0.4629

Forces on the atoms, in the same order (eV/Å):
N 0.1 0.6 0.1
C -0.3 -1.7 0.5
O -1.0 0.4 -0.4
S 0.7 1.5 1.5
O -0.1 -0.5 -1.4
O 0.9 -1.3 0.1
C -1.3 0.4 -0.1
C 0.4 -0.7 0.9
C 1.0 1.7 2.4
O -1.4 -1.9 -3.6
O 0.3 0.2 0.3
H 0.0 -0.3 0.1
H 0.1 0.0 0.0
H 0.2 0.4 -0.1
H -0.1 0.6 -0.3
H 0.0 0.1 0.4
H 0.6 0.0 -0.1
H -0.1 0.2 -0.1
H 0.1 0.2 -0.2
H -0.2 -0.2 0.2
C -0.1 0.2 0.2
C -0.3 -0.1 -0.6
C 0.3 -0.1 0.0
O 0.1 0.0 0.3
H 0.1 0.0 -0.1
H 0.0 0.0 0.0
H 0.0 0.0 -0.1
H -0.1 -0.1 0.1
H -0.1 0.1 0.0
H 0.0 0.0 0.0
H -0.1 0.0 0.0
H 0.0 0.0 0.0
C -0.2 0.1 0.1
C 0.3 0.0 -0.6
C 0.0 -0.1 0.2
O 0.0 0.1 0.2
H 0.1 0.0 0.0
H 0.0 0.0 0.1
H 0.0 0.0 0.0
H -0.1 -0.1 0.0
H 0.0 0.1 0.0
H 0.0 0.0 0.0
H 0.0 0.0 0.0
H 0.0 0.0 0.0

***

Below is a structure of composition AsF6H16O8 at a distorted geometry, with properties calculated with ωB97M-V with the def2-TZVPD basis set.

Its expectation value of S² is 0.7572. Its spin multiplicity is 2. For the energy above the lowest of the compared OMol25 structures with the same formula, charge and spin, the calculation gives 14.1 kcal per mole. As for the lowest unoccupied orbital energy (alpha / beta): -1.0107 / -8.3315 eV.

Last column: natural (NBO) charge in e.
CARTESIAN COORDINATES (ANGSTROEM)
As: 0.12440 -0.47641 0.18970  2.8074
F: 1.25383 0.79646 -0.42418  -0.6311
F: 1.44323 -1.00914 1.23946  -0.6017
F: -0.91158 -1.78648 0.70211  -0.6082
F: -1.07272 0.21836 -0.92859  -0.6404
F: 0.81640 -1.56306 -1.12417  -0.6258
F: -0.58206 0.67411 1.41933  -0.6376
O: 3.31330 -1.01358 -2.28415  -0.9449
H: 2.53299 -1.54207 -2.11669  0.4807
H: 3.57705 -0.69483 -1.42098  0.4650
O: -2.02141 -1.10458 -3.43671  -0.6984
H: -1.49514 -0.98631 -2.64597  0.4984
H: -2.92735 -1.06550 -3.13013  0.4721
O: -3.30720 1.66632 0.72631  -0.9498
H: -3.06151 2.20593 1.47777  0.4815
H: -2.73779 0.89916 0.78534  0.4893
O: 2.99300 -2.94352 1.71472  -0.9535
H: 3.56493 -2.66284 2.42910  0.4602
H: 2.46909 -2.16943 1.50847  0.4755
O: 1.12864 3.39729 0.00139  -0.9911
H: 1.87661 3.68718 0.52363  0.4955
H: 1.32184 2.48345 -0.20791  0.4995
O: 1.05270 1.07540 3.53848  -0.9479
H: 0.67993 1.07992 2.65686  0.4751
H: 0.45526 0.52876 4.04885  0.4645
O: -2.02440 -3.27447 -1.15690  -0.8368
H: -2.80370 -2.72822 -1.05427  0.4594
H: -1.44111 -2.99546 -0.45110  0.4938
O: -1.55730 3.30270 -1.15830  -0.4698
H: -0.65690 3.32403 -0.83418  0.5143
H: -2.00310 2.67692 -0.58743  0.5051

Forces on the atoms, in the same order (eV/Å):
As 2.3 0.2 -1.4
F -1.1 -1.1 0.7
F -2.0 1.3 -0.6
F 0.4 1.2 0.1
F 0.3 -0.8 0.5
F -1.6 1.3 1.7
F 0.7 -1.5 -1.4
O 0.3 0.1 -0.4
H -0.2 -0.1 0.1
H 0.0 0.0 0.2
O 0.0 -0.1 -0.5
H 0.6 0.1 0.6
H -0.5 0.0 0.0
O 0.1 0.5 -0.7
H 0.0 0.1 0.4
H 0.3 -0.3 0.1
O 0.4 -0.6 0.1
H 0.2 0.0 0.2
H 0.1 -0.2 0.0
O -0.6 0.4 -0.2
H 0.0 0.3 0.2
H 0.2 -0.6 -0.1
O 0.4 0.3 0.3
H -0.1 0.0 0.0
H -0.1 -0.1 0.1
O -0.2 -0.3 -0.8
H -0.3 0.0 0.2
H 0.4 0.0 0.3
O -0.6 0.6 -1.2
H 1.9 0.3 0.6
H -1.2 -1.2 0.9

***

Below is a structure of composition C12H30AsF6O8V at a distorted geometry, with properties calculated with ωB97M-V with the def2-TZVPD basis set.

Its spin multiplicity is 1. As for the lowest unoccupied orbital energy: -2.7735 eV.

Last column: Mulliken charge in e.
CARTESIAN COORDINATES (ANGSTROEM)
O: 4.77992 -1.06951 -0.46150  -0.5023
V: 4.79108 0.51834 -0.59830  1.2001
O: 6.20639 1.12479 -0.40195  -0.4668
As: 0.84667 0.21385 -0.56919  1.9132
F: 0.69378 1.16292 0.93515  -0.4491
F: 0.76761 1.75809 -1.39485  -0.4858
F: 1.05918 -0.68647 -2.13268  -0.4878
F: 0.76322 -1.27658 0.36676  -0.4104
F: -0.96410 0.05136 -0.95498  -0.5491
F: 2.68128 0.29031 -0.38617  -0.1056
C: 3.51772 0.15428 2.68776  -1.1512
O: 4.22239 0.88785 1.73232  -0.1163
C: 4.06097 2.30410 1.85808  -0.8030
C: 3.30916 3.12886 0.74874  -0.5211
O: 3.79153 2.58539 -0.49027  0.0529
C: 3.73265 3.44629 -1.59721  -0.9069
H: 3.73084 -0.89014 2.46002  0.3751
H: 2.43164 0.15418 2.59530  0.4018
H: 4.03349 0.15115 3.64800  0.4208
H: 5.08851 2.64173 1.72282  0.3514
H: 3.87463 2.64814 2.87544  0.4722
H: 3.61445 4.17512 0.73328  0.5537
H: 2.21965 3.14144 0.77863  0.2537
H: 3.97811 4.43803 -1.21734  0.2906
H: 2.71567 3.59742 -1.95914  0.3058
H: 4.35409 3.33989 -2.48637  0.3767
C: -1.52231 -6.61493 4.96377  -0.7849
O: -1.07769 -5.28762 4.64362  -0.3005
C: -2.01707 -4.45512 3.97283  -0.5849
C: -1.35526 -3.32535 3.24056  -0.3934
O: -0.61536 -2.47932 4.16777  -0.3876
C: 0.21433 -1.64317 3.38440  -0.8666
H: -1.55045 -7.34815 4.15773  0.2897
H: -2.48437 -6.53980 5.47064  0.3309
H: -0.79159 -6.95050 5.69966  0.2430
H: -2.70469 -4.03025 4.70411  0.2928
H: -2.46447 -5.15610 3.26817  0.3973
H: -2.20900 -2.81649 2.79303  0.3306
H: -0.72840 -3.74365 2.45306  0.3259
H: 0.86623 -0.94723 3.91240  0.3184
H: -0.24301 -0.97662 2.65320  0.4291
H: 0.94891 -2.22985 2.83278  0.3683
C: -5.58714 0.25919 -4.39401  -0.5359
O: -5.84619 1.41459 -5.28244  -0.3637
C: -4.79009 2.35546 -5.58173  -0.5530
C: -3.69764 2.73470 -4.56855  -0.4861
O: -2.87817 1.51017 -4.40702  -0.3514
C: -1.78776 1.62155 -3.50859  -0.6872
H: -4.78229 -0.40435 -4.71026  0.2398
H: -6.42421 -0.43843 -4.42105  0.2750
H: -5.29991 0.63148 -3.41064  0.2286
H: -5.38473 3.26839 -5.61455  0.3013
H: -4.47649 2.11080 -6.59656  0.3155
H: -4.06484 2.95738 -3.56672  0.3653
H: -3.08543 3.55139 -4.95107  0.3982
H: -1.03127 2.28418 -3.92901  0.2876
H: -1.25384 0.69368 -3.30345  0.2380
H: -2.17638 2.00316 -2.56442  0.3074

Forces on the atoms, in the same order (eV/Å):
O 1.2 1.8 -0.4
V -2.4 -1.3 2.3
O 0.8 -0.4 -0.3
As -3.6 -1.1 -1.5
F 0.3 -1.0 -1.0
F 0.9 -0.7 0.2
F 0.5 1.2 2.0
F 0.6 1.3 -0.8
F 2.5 0.4 1.3
F -1.4 0.0 -0.4
C 0.2 -3.1 -0.1
O -0.4 1.6 -1.4
C 1.6 1.7 -0.6
C 0.0 -1.1 0.2
O 0.8 -1.5 -0.6
C -1.2 2.6 0.0
H 0.0 -0.3 -0.5
H 0.0 1.0 0.4
H -0.6 1.1 0.4
H 0.2 0.2 -0.1
H -0.8 -0.4 0.0
H 0.3 0.0 0.6
H -0.1 -0.5 0.0
H 0.4 0.3 -0.1
H -0.3 -0.6 0.0
H 0.5 -1.2 0.5
C 0.4 1.3 0.9
O 0.6 -0.4 0.0
C 0.7 -1.2 0.6
C 0.0 -0.2 1.0
O -0.5 0.0 -1.5
C 1.2 0.3 -0.4
H -0.1 0.3 -0.5
H -0.2 -0.3 -0.1
H -0.1 -0.2 0.0
H -0.4 -0.2 0.0
H -0.8 0.6 -0.4
H 0.2 0.6 -0.3
H 0.4 0.3 0.0
H -0.4 -0.2 1.2
H -0.9 -0.3 -0.1
H -0.1 -0.4 -0.3
C 0.7 0.8 -0.9
O 0.6 -1.5 1.4
C -1.3 0.6 0.7
C 0.9 -3.4 -0.1
O -0.3 0.5 -0.5
C -0.3 0.7 -0.1
H 0.5 0.5 -0.4
H -0.6 0.8 0.3
H -0.4 -0.2 0.1
H 0.1 0.4 -0.5
H 0.8 0.1 0.2
H -0.4 0.4 -0.1
H 0.0 0.1 -0.1
H 0.1 0.4 0.1
H -0.7 -0.3 -0.3
H 0.3 0.1 0.3

***

Below is a cluster of 2 separate species, C3H7I in total at a distorted geometry, with properties calculated with ωB97M-V with the def2-TZVPD basis set.

Its spin multiplicity is 1. For the energy above the lowest of the compared OMol25 structures with the same formula, charge and spin, the calculation gives 98.9 kcal per mole. As for the lowest unoccupied orbital energy (alpha / beta): 0.0534 / -0.5407 eV.

Last column: natural (NBO) charge in e.
CARTESIAN COORDINATES (ANGSTROEM)
C: 1.19660 0.24226 -0.30441  -0.7273
C: -1.00251 -0.88501 0.22819  -0.6855
C: -0.23113 0.36524 -0.19132  -0.0436
I: -1.20400 1.76703 -1.38778  0.1429
H: 1.34725 -0.39134 -1.18428  0.2127
H: 1.78587 1.12687 -0.27983  0.2374
H: 1.38474 -0.28179 0.59129  0.2240
H: -2.08526 -0.81582 0.09116  0.2418
H: -0.57629 -1.20097 1.10020  0.2230
H: -0.60254 -1.68880 -0.58322  0.1950
H: -0.01274 1.76233 1.91999  -0.0205

Forces on the atoms, in the same order (eV/Å):
C -0.1 -0.6 -0.4
C 1.0 0.2 -5.3
C -2.6 0.9 0.9
I 0.0 -0.1 -0.1
H 0.8 0.0 0.0
H 0.3 0.8 -0.4
H 1.2 -1.1 0.9
H 0.4 0.0 0.6
H 0.3 -1.0 2.7
H -1.1 1.3 1.6
H -0.1 -0.3 -0.4

***

Calculated values (eV) of total energy for the records, taken in order: -37431.5800; -93781.8789; -132138.1753; -11320.3179.